(1)
Molecular formula: C33H29ClN3O4RuS
Method: DFT, ωB97M-V with the def2-TZVPD basis set

Each line ends with the Mulliken spin population.
Positions of all 72 atoms, in Å:
Ru1 -1.2195 1.0886 -0.6124  0.799
N1 6.4076 1.4018 6.2098  0.000
C1 5.6018 1.3188 5.3944  0.000
C2 4.5788 1.2161 4.3720  0.000
C3 4.5557 0.1192 3.5177  0.000
C4 3.5606 0.0165 2.5594  0.000
C5 2.5714 0.9885 2.4601  0.007
C6 2.6075 2.0886 3.3100  0.000
C7 3.6127 2.2104 4.2552  0.000
C8 1.4586 0.8430 1.4779  0.042
C9 1.7671 0.9674 0.1325  -0.005
C10 3.0473 1.1122 -0.4774  0.003
C11 2.8281 1.2302 -1.8179  -0.003
C12 1.4139 1.1730 -2.0046  -0.025
N2 0.7897 1.0150 -0.8564  -0.003
C13 0.1978 0.5627 1.9921  -0.040
C14 -0.1395 0.3336 3.3594  -0.002
C15 -1.4437 -0.0587 3.3867  0.000
C16 -1.8927 -0.0695 2.0362  -0.006
N3 -0.9289 0.2854 1.2129  0.005
H1 5.3067 -0.6537 3.6154  0.000
H2 3.5297 -0.8428 1.8997  0.000
H3 1.8487 2.8567 3.2191  0.000
H4 3.6530 3.0742 4.9055  0.000
H5 3.9996 1.1180 0.0334  0.000
H6 3.5696 1.3694 -2.5911  0.000
H7 0.8475 1.2526 -2.9206  -0.001
H8 0.5243 0.4525 4.2030  -0.001
H9 -2.0272 -0.3169 4.2577  0.000
H10 -2.8591 -0.3431 1.6401  0.008
Cl1 -2.5404 5.8907 -0.4542  0.000
C17 -1.3858 5.0432 -1.5188  0.000
C18 -1.2443 3.5887 -1.1396  -0.018
O1 -1.1259 3.2411 0.0650  -0.010
O2 -1.2527 2.7321 -2.0652  0.008
H11 -0.4254 5.5400 -1.4159  0.000
H12 -1.7441 5.1199 -2.5367  0.000
O3 -1.4544 -0.8117 -1.7747  -0.005
S1 -0.9241 -1.8224 -2.7385  0.002
C19 0.8175 -2.0642 -2.4116  0.001
C20 1.6588 -2.3089 -3.4825  0.000
C21 3.0114 -2.5327 -3.2420  0.000
C22 3.4932 -2.5095 -1.9428  0.000
C23 2.6298 -2.2605 -0.8765  0.001
C24 1.2842 -2.0380 -1.1041  0.004
C25 -1.4400 -3.3921 -2.0519  0.000
C26 -1.9398 -3.4275 -0.7628  0.001
C27 -2.3024 -4.6547 -0.2215  0.000
C28 -2.1683 -5.8158 -0.9723  0.000
C29 -1.6735 -5.7583 -2.2715  0.000
C30 -1.3057 -4.5387 -2.8198  0.000
H13 1.2686 -2.3230 -4.4954  0.000
H14 3.6837 -2.7172 -4.0711  0.000
H15 4.5475 -2.6759 -1.7565  0.000
H16 3.0107 -2.2439 0.1378  0.000
H17 0.6048 -1.8337 -0.2829  -0.001
H18 -2.0480 -2.5058 -0.2022  -0.001
H19 -2.6911 -4.7032 0.7882  0.000
H20 -2.4559 -6.7704 -0.5488  0.000
H21 -1.5763 -6.6638 -2.8576  0.000
H22 -0.9153 -4.4825 -3.8319  0.000
C31 -5.2442 1.6487 0.5175  0.005
C32 -4.0735 2.1951 -0.2802  -0.010
C33 -4.5379 2.7399 -1.6246  0.019
O4 -3.1283 1.1527 -0.4710  0.228
H23 -6.0602 2.3747 0.5427  0.000
H24 -4.9440 1.4209 1.5431  0.000
H25 -5.6001 0.7281 0.0453  0.001
H26 -3.6188 3.0151 0.2847  -0.002
H27 -5.1356 1.9857 -2.1449  -0.002
H28 -3.6820 2.9884 -2.2508  -0.002
H29 -5.1399 3.6396 -1.4731  0.001

Output
HOMO-LUMO gap (alpha / beta) (eV): 6.90 / 6.88
Expectation value of S²: 0.75
Energy above the lowest of the compared OMol25 structures with the same formula, charge and spin (kJ/mol): 76.19
Net charge: 0
2S+1: 2

=====

(2)
Molecular formula: C20H18Cl5N3O3ReS2
Method: DFT, ωB97M-V with the def2-TZVPD basis set

Each line ends with the Mulliken spin population.
Positions of all 52 atoms, in Å:
Re1 -0.3377 0.5851 -0.4600  0.896
O1 3.7831 -1.1559 2.7267  0.000
C1 2.6468 -1.5107 3.3400  0.001
C2 2.7661 -2.2330 4.5269  -0.001
C3 1.6415 -2.6310 5.2117  0.001
C4 0.3584 -2.3270 4.7393  -0.001
C5 0.2237 -1.6224 3.5728  0.002
C6 1.3595 -1.2012 2.8495  -0.004
C7 1.1929 -0.4584 1.6307  0.034
O2 -0.0971 -0.2445 1.1991  -0.017
N1 2.1572 -0.0051 0.9020  -0.009
N2 1.6769 0.6880 -0.2060  0.016
C8 2.5849 1.3584 -0.8752  0.011
S1 4.2100 1.4703 -0.3406  0.015
C9 4.7903 2.3457 -1.8255  -0.001
C10 3.6536 3.2025 -2.3443  0.000
S2 2.1558 2.1720 -2.3352  0.021
H1 3.5902 -0.6507 1.9207  0.000
H2 3.7598 -2.4613 4.8862  0.000
H3 1.7539 -3.1872 6.1329  0.000
H4 -0.5148 -2.6429 5.2914  0.000
H5 -0.7592 -1.3757 3.1973  -0.003
H6 5.1167 1.6086 -2.5573  0.001
H7 5.6421 2.9552 -1.5273  0.001
H8 3.8240 3.5259 -3.3697  0.000
H9 3.4718 4.0710 -1.7128  0.001
Cl1 -2.8896 0.6740 -0.4652  0.003
C11 -2.3987 2.3500 -0.1966  -0.016
C12 -1.0186 2.4383 -0.0597  -0.030
C13 -0.4906 3.6945 0.2621  0.020
Cl2 1.1780 3.8731 0.6049  0.000
C14 -1.3389 4.7980 0.3560  -0.001
Cl3 -0.7050 6.3365 0.7299  -0.001
C15 -2.7253 4.6522 0.1519  0.004
Cl4 -3.7462 6.0004 0.2611  0.001
C16 -3.2866 3.3942 -0.1209  -0.003
Cl5 -4.9593 3.1564 -0.3321  0.000
C17 -0.1871 -3.1406 -3.9095  -0.002
N3 -0.1310 -2.0324 -2.9449  0.037
C18 0.2723 -2.3805 -1.5785  0.001
C19 -0.4179 -0.7988 -3.2579  0.007
C20 -0.7856 -0.3633 -4.6344  0.000
O3 -0.3841 0.1195 -2.3489  0.009
H10 -0.7865 -3.9402 -3.4792  0.001
H11 0.8210 -3.5066 -4.0988  0.002
H12 -0.6441 -2.8225 -4.8384  0.000
H13 0.5585 -3.4276 -1.5570  0.000
H14 -0.5611 -2.2474 -0.8830  0.003
H15 1.1387 -1.7909 -1.2726  0.001
H16 -0.0733 -0.7344 -5.3694  0.001
H17 -0.8080 0.7216 -4.6646  -0.001
H18 -1.7760 -0.7429 -4.8937  0.001

Output
HOMO-LUMO gap (alpha / beta) (eV): 5.68 / 5.68
Expectation value of S²: 0.76
Net charge: +2
2S+1: 2

=====

(3)
Molecular formula: C16H9Cl5N4O6PdS2
Method: DFT, ωB97M-V with the def2-TZVPD basis set

Each line ends with the Mulliken spin population.
Positions of all 43 atoms, in Å:
Pd1 0.8491 -0.6947 -2.1904  1.471
N1 -1.9718 -0.3695 5.5800  0.001
C1 -1.7012 0.0418 4.2977  0.001
C2 -0.8117 -0.6827 3.4937  -0.001
C3 -0.5656 -0.2872 2.1961  -0.002
C4 -1.2045 0.8316 1.6750  0.011
C5 -2.0942 1.5538 2.4582  0.002
C6 -2.3385 1.1640 3.7599  0.000
S1 -0.8887 1.3528 0.0345  0.027
O1 -1.9870 2.1717 -0.3896  0.015
O2 0.4405 1.9723 0.0021  0.065
N2 -0.7127 0.0335 -0.8513  0.120
C7 -1.6675 -0.8999 -1.1369  0.004
N3 -2.8147 -1.0533 -0.4938  0.010
C8 -3.5358 -2.1059 -0.8777  -0.002
C9 -3.1296 -3.0063 -1.8528  0.009
C10 -1.9196 -2.7464 -2.4760  0.008
N4 -1.2111 -1.6795 -2.1415  0.106
H1 -1.3615 -1.0374 6.0129  0.000
H2 -2.4435 0.2618 6.2001  0.000
H3 -0.3262 -1.5652 3.8905  0.000
H4 0.1140 -0.8615 1.5771  -0.006
H5 -2.6058 2.4079 2.0384  0.000
H6 -3.0409 1.7216 4.3669  0.000
H7 -4.4831 -2.2394 -0.3674  -0.001
H8 -3.7308 -3.8599 -2.1231  0.001
H9 -1.5149 -3.3719 -3.2622  0.003
O3 3.4227 -3.2734 -3.5334  0.059
S2 2.5082 -2.3109 -3.0359  -0.023
O4 3.1720 -0.9666 -2.7071  0.406
O5 1.3928 -1.9052 -3.9631  0.239
O6 1.7984 -2.6692 -1.7551  0.243
Cl1 2.7944 -0.2710 0.7772  0.063
C11 2.9013 0.9775 -0.3591  0.213
C12 2.0248 0.9299 -1.4755  0.461
C13 2.1078 1.9498 -2.4583  0.155
Cl2 1.1003 1.7672 -3.8430  0.047
C14 2.9861 2.9911 -2.3336  0.025
Cl3 3.1182 4.2114 -3.5202  0.010
C15 3.8248 3.0386 -1.1736  0.227
Cl4 4.8823 4.3433 -0.9893  0.069
C16 3.7915 2.0231 -0.2039  -0.030
Cl5 4.8317 2.1125 1.1537  -0.004

Output
HOMO-LUMO gap (alpha / beta) (eV): 7.97 / 4.45
Expectation value of S²: 6.04
Energy above the lowest of the compared OMol25 structures with the same formula, charge and spin (kJ/mol): 4.80
Net charge: 0
2S+1: 5

=====

(4)
Molecular formula: C2H2Cl3NSi
Method: DFT, ωB97M-V with the def2-TZVPD basis set

Each line ends with the Mulliken spin population.
Positions of all 9 atoms, in Å:
C1 -3.0735 1.6165 0.0684  0.000
C2 0.6296 0.0027 -0.0410  0.844
N1 -3.6662 0.7704 0.5694  0.000
Si1 2.0874 0.9741 0.0678  0.923
Cl1 3.9534 0.3535 -0.1617  0.072
Cl2 -2.2330 2.9508 -0.3467  0.001
Cl3 2.2143 2.9468 0.2603  0.067
H1 0.6416 -0.9801 -0.5899  0.031
H2 -0.2056 0.5182 -0.3420  0.062

Output
HOMO-LUMO gap (alpha / beta) (eV): 5.52 / 9.23
Expectation value of S²: 2.00
Energy above the lowest of the compared OMol25 structures with the same formula, charge and spin (kJ/mol): 36.13
Net charge: 0
2S+1: 3